This record from the OMol25 dataset describes a single C5H11N3 molecule in a non-equilibrium geometry. The level of theory is ωB97M-V/def2-TZVPD.

Calculated values
- E: -9831.7868 eV
- Orbital gap: 9.1 eV
- SMILES: NCCN1CCC=N1
- Multiplicity: 1

Each line ends with the Mulliken charge.
Element x y z (Å)
1 C -0.94582 -1.52032 -1.40780  -0.7839
2 C -0.72171 -0.94940 -0.00076  -0.5673
3 C -0.53830 1.09774 1.22479  -0.6218
4 C 0.73314 1.98773 1.50456  -0.4284
5 C 1.75544 1.32745 0.62113  -0.2606
6 H 0.03310 -2.39462 -2.92746  0.2158
7 H 0.94536 -1.28688 -2.11465  0.2300
8 H -1.62844 -2.29812 -1.27528  0.4401
9 H -1.43547 -0.74709 -1.97491  0.3386
10 H -1.78359 -0.80850 0.30231  0.3612
11 H -0.34075 -1.76355 0.58273  0.2869
12 H -0.85255 0.41092 1.98237  0.3394
13 H -1.41295 1.71934 1.12611  0.2533
14 H 1.09946 1.85547 2.48708  0.2779
15 H 0.75157 3.06038 1.22792  0.3095
16 H 2.82423 1.62752 0.68217  0.3774
17 N 0.24794 -2.01285 -2.03623  -0.5680
18 N -0.05274 0.30333 0.10317  0.4532
19 N 1.32209 0.39142 -0.10725  -0.6531

This record from the OMol25 dataset describes a molecular structure, C5H19O6 in a non-equilibrium geometry. The level of theory is ωB97M-V/def2-TZVPD.

Calculated values
- Net charge: -1
- E: -17779.2240 eV
- Orbital gap: 8.9 eV
- Multiplicity: 1

Each line ends with the Mulliken charge.
Element x y z (Å)
1 C -1.42692 -0.80617 -0.59884  -0.2955
2 O -1.33212 -1.49334 0.62515  -0.7255
3 C -0.93072 0.62618 -0.52980  -0.0782
4 C -0.41904 0.96615 -1.94264  -0.9689
5 C 1.04358 0.49278 -2.11742  -0.3265
6 C 2.07614 1.29625 -1.30790  -0.4635
7 O 1.64065 2.61254 -1.03939  -0.6073
8 H -0.83667 -1.41387 -1.33022  0.2651
9 H -2.48514 -0.78347 -0.94565  0.1571
10 H -1.77644 1.25578 -0.18914  0.1682
11 H -0.15256 0.79074 0.21083  0.0329
12 H -0.43806 2.05382 -1.90713  0.4638
13 H -1.01486 0.65243 -2.80339  0.4099
14 H 1.13567 -0.57233 -1.75401  0.1930
15 H 1.30260 0.52719 -3.18871  0.3771
16 H 2.38547 0.78984 -0.38360  0.1696
17 H 2.93789 1.51146 -1.95258  0.3456
18 H 1.14995 2.63564 -0.20551  0.3448
19 H 1.97995 -0.55868 1.89766  0.2869
20 H 0.89567 -1.57837 1.93524  0.3643
21 O 1.86239 -1.50639 1.80215  -0.6814
22 H -0.66645 1.39007 2.47290  0.3987
23 H -2.11497 1.71272 2.24317  0.2732
24 O -1.26703 2.16431 2.27453  -0.7208
25 H -0.98398 -3.04876 0.15297  0.4535
26 H 0.00387 -3.99320 0.93427  0.2739
27 O -0.57712 -3.96212 0.16920  -0.7392
28 H -0.57672 -0.62620 3.40866  0.0703
29 H -1.01767 -0.84650 1.54268  0.4089
30 O -0.39736 -0.28851 2.52652  -0.8500

This record from the OMol25 dataset describes a single C5H9NO molecule. The level of theory is ωB97M-V/def2-TZVPD.

Calculated values
- E: -8866.2798 eV
- Orbital gap: 10.6 eV
- SMILES: O[C@H]1C[C@]2(CN2)C1
- Multiplicity: 1

Each line ends with the Mulliken charge.
Element x y z (Å)
1 O -1.94318 -0.56868 1.39590  -0.5508
2 C -1.40527 -0.75782 0.10576  -0.0048
3 C -0.96991 0.55232 -0.60863  -0.8666
4 C 0.47469 0.25802 -0.17726  0.5275
5 C 1.80710 0.75426 -0.55307  -0.4788
6 N 1.14454 1.26952 0.64463  -0.6465
7 C 0.07618 -1.20412 0.03975  -0.6667
8 H -1.47592 0.15841 1.82809  0.3442
9 H -2.12666 -1.40264 -0.40425  0.3759
10 H -1.33015 1.47666 -0.15525  0.3545
11 H -1.19692 0.54691 -1.67903  0.2569
12 H 1.96506 1.44611 -1.37451  0.2426
13 H 2.62541 0.04933 -0.38780  0.2433
14 H 1.58368 0.92231 1.49203  0.2560
15 H 0.28122 -1.61672 -0.95704  0.2410
16 H 0.49010 -1.88387 0.79067  0.3723

This record from the OMol25 dataset describes a gas-phase ion, C8H19FN2O4 (charge +2) in a non-equilibrium geometry. The level of theory is ωB97M-V/def2-TZVPD.

Calculated values
- Net charge: +2
- E: -22473.5519 eV
- Orbital gap: 11.6 eV
- SMILES: [NH3+][C@H](O)CC[NH2+][C@H]1O[C@H](CO)[C@H](O)[C@H]1F
- Multiplicity: 1

Each line ends with the Mulliken charge.
Element x y z (Å)
1 C 1.96147 -0.92000 2.03812  0.0119
2 C 2.40045 0.47345 1.71154  -0.2144
3 C 0.97137 -1.28572 0.95840  0.4921
4 C 0.97709 1.12266 1.01140  -0.7550
5 C -0.03208 -2.31485 1.23864  -0.9687
6 C -1.10992 1.82426 -1.03869  -1.0205
7 C 0.28368 2.37779 -1.16196  -0.6738
8 C -1.43344 0.40050 -1.75462  0.1212
9 N -2.23625 -0.58552 -0.79493  -0.2849
10 N 1.30866 1.68352 -0.28973  -0.0425
11 O 0.24741 -0.01346 0.74360  -0.2926
12 O 1.26710 -0.83915 3.29852  -0.5331
13 O -0.74049 -2.54798 0.02625  -0.6115
14 O -0.34141 -0.34653 -2.19000  -0.5077
15 F 3.35838 0.61764 0.68451  -0.3520
16 H 2.90217 -1.55875 2.01982  0.4728
17 H 2.58549 1.04994 2.55478  0.5295
18 H 1.48835 -1.46742 -0.07300  0.2581
19 H 0.44310 1.83165 1.69681  0.3894
20 H -0.74238 -1.98176 2.00999  0.2867
21 H 0.39773 -3.28307 1.44521  0.4826
22 H -1.97869 2.41283 -1.40994  0.4611
23 H -1.42961 1.72079 0.01386  0.4234
24 H 0.16135 3.47467 -0.78333  0.3757
25 H 0.67701 2.31462 -2.24793  0.3831
26 H -2.13766 0.44723 -2.60160  0.5830
27 H -1.86233 -1.42169 -0.19145  0.1719
28 H -2.90811 -1.16479 -1.37230  0.4590
29 H -2.67285 -0.00590 -0.07609  0.3577
30 H 2.10463 2.44112 -0.18717  0.4344
31 H 1.67447 0.85261 -0.79085  0.5249
32 H 1.55587 -1.54934 3.83473  0.3598
33 H -0.44418 -3.36360 -0.42795  0.3261
34 H -0.61697 -1.19533 -2.45516  0.3524

This record from the OMol25 dataset describes a single C4H12N2O molecule in a non-equilibrium geometry. The level of theory is ωB97M-V/def2-TZVPD.

Calculated values
- E: -9369.5721 eV
- Orbital gap: 9.6 eV
- SMILES: C[C@@H](O)[C@@H](N)CN
- Multiplicity: 1

Each line ends with the Mulliken charge.
Element x y z (Å)
1 N 0.26311 1.52885 1.19559  -0.6876
2 C -0.32788 0.21642 0.68415  -0.1309
3 C 0.80617 -0.78486 0.28581  0.2356
4 C 0.31190 -1.94900 -0.57079  -1.6523
5 O 1.91672 -0.20508 -0.44984  -0.5562
6 C -1.36647 0.47776 -0.38491  -0.5920
7 N -0.88098 1.36797 -1.41844  -0.5346
8 H 1.25481 1.34706 1.30415  0.1622
9 H -0.04694 1.52080 2.16475  0.3097
10 H -0.71435 -0.27951 1.57062  0.4558
11 H 1.31049 -1.18656 1.16587  0.4294
12 H 0.14874 -1.60354 -1.59037  0.4050
13 H 1.08633 -2.71043 -0.58848  0.3757
14 H -0.62105 -2.33129 -0.16866  0.3770
15 H 2.37943 0.36236 0.17296  0.2998
16 H -2.24977 0.86549 0.13621  0.3443
17 H -1.64843 -0.52389 -0.72281  0.2546
18 H -0.03405 1.83296 -1.12696  0.2600
19 H -1.58778 2.05448 -1.65883  0.2444

This record from the OMol25 dataset describes 5 unconnected molecules or ions with the total composition C2H15NO4 in a non-equilibrium geometry. The level of theory is ωB97M-V/def2-TZVPD.

Calculated values
- E: -11997.2998 eV
- Orbital gap: 10.4 eV
- SMILES: CCN.O.O.O.O
- Multiplicity: 1

Each line ends with the Mulliken charge.
Element x y z (Å)
1 C 0.64198 1.02990 2.38168  -0.9236
2 C 1.01085 -0.20240 1.52214  -0.5059
3 N 0.18212 -0.40568 0.36095  -0.5760
4 H 0.06715 0.93636 3.29610  0.2909
5 H 0.04098 1.62989 1.68192  0.2633
6 H 1.55137 1.61616 2.49740  0.3071
7 H 1.04740 -1.09827 2.15946  0.3126
8 H 2.08865 -0.13801 1.33528  0.4110
9 H 0.36885 -1.24200 -0.17221  0.2210
10 H 0.38484 0.32417 -0.31569  0.2021
11 H 5.65040 -1.94009 -2.00920  0.3141
12 H 5.59809 -2.10784 -3.54802  0.3225
13 O 5.35707 -2.50046 -2.70366  -0.6367
14 H -3.62988 0.10175 -0.78419  0.3538
15 H -4.50323 1.03379 -1.42105  0.3480
16 O -3.94999 0.29608 -1.67518  -0.6571
17 H -0.75235 1.41439 -2.60077  0.3011
18 H -1.99319 1.18071 -1.69784  0.3555
19 O -1.20205 1.73009 -1.81960  -0.6628
20 H -3.18603 -0.76870 1.69615  0.3207
21 H -1.91061 -0.40740 0.99173  0.3628
22 O -2.86242 -0.48245 0.82461  -0.7245

In the order shown, the computed ΔE to the lowest compared entry with this formula, charge and spin values come out to 48.9 0.0 67.6 0.0 37.4 19.7 kcal per mole.